Record 1
19
Properties=species:S:1:pos:R:3:forces:R:3 method="wB97M-V/def2-TZVPD" orbital_gap_ev=9.00 lumo_ha=0.138 relative_energy_kcal_mol=22.6 charge=-1 multiplicity=1
C -0.00111 -1.31741 2.17751 -1.399 2.181 -2.481
N 0.77175 -1.39001 0.92973 1.772 0.458 -0.186
C 0.12825 -1.62671 -0.34984 -1.987 -0.037 0.650
O -1.05309 -0.90641 -0.63971 -0.161 1.143 0.660
H -0.59219 -0.34037 2.12984 -0.134 -1.440 0.287
H 0.56906 -1.17533 3.06452 0.964 -0.617 0.533
H -0.64853 -2.18396 2.16329 -0.290 -0.054 0.541
H 1.39292 -0.59513 0.81546 -0.066 -0.067 0.318
H -0.24537 -2.64564 -0.28618 0.150 -0.469 -0.316
H 0.80080 -1.52463 -1.19986 0.656 0.030 0.352
H 1.23866 1.73976 -3.09626 0.069 0.124 -0.340
H -0.13278 1.55670 -2.40852 -0.007 0.899 -1.233
O 0.31452 1.80730 -3.36186 0.163 -0.690 0.765
H -1.64490 1.63231 -1.07412 0.104 0.464 -0.210
H -0.94493 0.14228 -0.66080 0.756 -1.619 -0.537
O -0.68202 1.63155 -1.13469 -0.502 -0.682 0.988
H -0.00910 1.87681 0.28191 -0.590 1.452 0.148
H 0.49955 1.20084 1.40115 0.241 0.148 1.000
O 0.23850 2.11803 1.24846 0.262 -1.226 -0.939

---

Record 2
12
Properties=species:S:1:pos:R:3:forces:R:3 method="wB97M-V/def2-TZVPD" orbital_gap_ev=10.03 lumo_ha=0.021 relative_energy_kcal_mol=93.5 multiplicity=1
C -0.11147 -1.14444 0.39363 0.382 -1.230 -1.219
C 0.33406 1.11261 0.93662 0.559 1.662 -0.943
O -1.46181 -1.08886 0.27023 -0.033 0.450 0.080
O 0.23590 1.68354 -0.16357 -0.226 -0.102 1.886
N 0.78143 -0.94069 -0.52233 -0.399 0.021 1.650
N 0.47631 -0.25134 -1.64088 0.902 3.040 -0.184
H -1.71387 -0.50568 -0.45976 -0.015 -0.100 0.054
H 0.94538 0.76572 -1.39956 -0.705 -2.679 -1.096
H 0.19696 -1.70471 1.26461 -0.065 0.018 0.115
H -0.48247 0.11721 -1.68255 -0.179 -0.676 -0.031
H -0.52052 0.99165 1.61121 -0.229 -0.226 -0.237
H 1.32011 0.96500 1.39236 0.008 -0.178 -0.073

---

Record 3
58
Properties=species:S:1:pos:R:3:forces:R:3 method="wB97M-V/def2-TZVPD" orbital_gap_ev="6.42 / 5.05" lumo_ha="-0.183 / -0.234" relative_energy_kcal_mol=0.0 charge=+1 multiplicity=1
Ba -0.41374 0.75859 -0.08969 0.385 -0.950 -1.266
Cl -1.69650 1.75578 7.14689 0.018 0.014 -0.067
C -1.33399 1.95714 5.49848 0.072 0.022 0.127
C -0.05852 2.44426 5.12465 0.000 0.002 0.059
C 0.23732 2.60159 3.81172 0.007 0.005 -0.078
C -0.72106 2.26432 2.78312 -0.104 0.037 0.132
O -0.43022 2.39296 1.57548 0.054 1.188 1.307
C -2.02853 1.76150 3.19626 0.003 -0.039 0.201
C -3.09663 1.41695 2.26314 -0.177 -0.032 -0.209
N -2.97198 1.24407 1.00072 0.014 0.110 0.293
C -4.11674 1.01267 0.19766 -0.291 -0.028 -0.099
C -5.41561 1.16898 0.63360 0.171 0.029 0.072
C -6.51554 0.94561 -0.20592 -0.070 -0.037 -0.124
C -6.32509 0.57859 -1.50732 -0.016 0.024 0.088
C -5.01573 0.43565 -2.01282 0.096 0.019 0.069
C -4.77762 0.08724 -3.36191 0.088 -0.011 -0.041
C -3.49765 -0.02092 -3.81958 -0.125 -0.008 -0.022
C -2.45128 0.21803 -2.91549 0.068 -0.034 0.072
N -2.62946 0.53648 -1.65125 -0.066 -0.030 -0.057
C -3.89858 0.65450 -1.17016 -0.183 -0.032 -0.094
C -2.30200 1.63800 4.54139 0.035 0.019 -0.200
H 0.66043 2.68646 5.89512 -0.009 -0.008 0.008
H 1.19801 2.97378 3.48118 -0.001 0.001 0.003
H -4.06508 1.31640 2.75551 -0.005 -0.036 -0.009
H -5.62524 1.49410 1.64308 0.025 0.007 -0.001
H -7.51397 1.07746 0.18710 0.000 0.001 -0.005
H -7.16542 0.40847 -2.16783 -0.004 -0.001 0.004
H -5.62278 -0.08641 -4.01615 0.002 -0.003 -0.005
H -3.27522 -0.28477 -4.84305 0.003 0.002 0.000
H -1.42229 0.13188 -3.25718 0.005 -0.003 0.017
H -3.26680 1.28027 4.87770 -0.011 -0.002 -0.018
Br 2.70796 0.80097 1.12052 0.033 -0.038 -0.001
B 3.49124 -0.35167 -0.28245 0.009 -0.037 -0.036
B 5.19007 -0.82860 -0.23268 -0.079 -0.033 -0.054
C 5.60053 -1.00357 -1.87087 -0.064 0.007 0.014
B 4.61416 0.31615 -1.47263 -0.041 -0.089 -0.001
B 4.39986 -0.58597 -2.99621 -0.034 -0.044 0.070
B 4.84300 -2.28170 -2.69709 -0.090 0.020 0.062
B 5.33104 -2.43205 -0.99074 -0.109 0.028 0.006
B 3.92990 -2.05309 0.03566 0.003 -0.001 -0.060
Br 3.61880 -2.86099 1.78056 0.004 0.036 -0.065
B 3.71687 -2.96712 -1.50585 -0.016 -0.015 0.005
Br 3.17182 -4.83545 -1.51617 0.054 0.176 0.004
B 3.13071 -1.80788 -2.75755 0.024 -0.016 0.028
Br 1.91077 -2.33120 -4.18302 0.055 0.024 0.069
B 3.00497 -0.20423 -1.98559 0.021 -0.029 0.014
Br 1.66787 1.13371 -2.59503 0.077 -0.045 -0.049
B 2.58026 -1.66817 -1.06542 -0.055 -0.013 0.015
Br 0.71774 -2.15900 -0.56921 0.246 -0.232 -0.136
H 5.97655 -0.47372 0.56827 0.000 0.012 0.014
H 6.62147 -0.78426 -2.14360 -0.001 0.009 -0.001
H 5.00892 1.42566 -1.49063 -0.003 0.014 0.006
H 4.66221 -0.06805 -4.02032 -0.005 0.011 -0.011
H 5.41378 -2.88946 -3.52730 -0.003 -0.010 -0.012
H 6.22342 -3.13947 -0.69435 0.003 -0.010 0.009
O -1.10272 -2.21929 3.95231 0.032 -0.017 0.056
N -0.51875 -1.83331 3.01105 0.032 -0.051 -0.066
O -0.35495 -0.74786 2.53391 -0.079 0.115 -0.036

---

Record 4
36
Properties=species:S:1:pos:R:3:forces:R:3 method="wB97M-V/def2-TZVPD" orbital_gap_ev=4.67 lumo_ha=-0.226 relative_energy_kcal_mol=0.0 charge=+1 multiplicity=1
Mg 2.09901 0.39106 0.04722 -0.840 -1.042 1.360
Br 0.93217 -1.63297 0.66134 0.506 0.641 -0.648
C -0.30641 1.45271 2.60956 1.397 -0.417 -0.949
C 1.08833 2.09293 2.48300 -0.734 0.837 0.781
C 1.49885 2.69873 3.82760 -1.484 0.045 -0.505
O 2.65554 3.43979 3.63073 0.621 -0.640 -0.037
C 3.22359 3.98270 4.79931 0.190 -0.105 1.137
N 2.16933 1.16475 2.06083 0.483 -0.125 -0.889
H -0.24152 0.58310 3.26261 -0.405 0.068 0.153
H -0.57547 1.10956 1.60809 -0.378 -0.193 0.170
H -1.02389 2.20113 2.92269 -0.069 -0.062 0.235
H 0.99231 2.86771 1.71770 0.352 0.194 0.157
H 1.49108 1.86537 4.54765 0.915 0.031 0.147
H 0.67409 3.32202 4.19735 0.065 0.266 -0.153
H 2.46233 4.50995 5.38471 0.166 0.453 -0.297
H 4.08002 4.58903 4.52076 -0.319 0.365 -0.147
H 3.63073 3.25366 5.51813 -0.192 -0.432 -0.478
H 3.06506 1.62593 2.24374 -0.212 0.231 0.242
H 2.15758 0.36063 2.69269 -0.056 -0.129 -0.283
C -3.22037 -3.58273 -3.34736 0.976 -0.312 -0.122
C -1.84167 -3.13992 -2.88484 1.232 0.255 1.720
C -1.39935 -1.72208 -3.29078 -0.366 -0.568 0.599
O -0.61232 -1.78832 -4.45396 -0.310 0.062 -0.498
C -0.80516 -0.67591 -5.31400 -0.015 -0.153 0.434
N -1.83010 -3.25944 -1.39380 -1.085 0.629 -0.322
H -3.26278 -4.66029 -3.17789 -0.296 -0.042 -0.356
H -3.34384 -3.33925 -4.40142 -0.244 -0.208 -0.019
H -3.99613 -3.13424 -2.73185 0.027 0.286 -0.066
H -0.98564 -3.76274 -3.16788 -0.540 -0.268 -1.054
H -0.81379 -1.33356 -2.44585 0.040 0.262 -0.070
H -2.27252 -1.08132 -3.44179 -0.009 0.089 0.047
H -1.86010 -0.39380 -5.33745 -0.029 0.050 -0.088
H -0.49798 -0.94315 -6.31999 0.197 -0.044 0.013
H -0.22609 0.17253 -4.93972 0.042 0.203 -0.198
H -2.14586 -4.18711 -1.15323 0.136 -0.046 0.262
H -0.95903 -3.04645 -0.93389 0.237 -0.182 -0.276

---

Record 5
23
Properties=species:S:1:pos:R:3:forces:R:3 method="wB97M-V/def2-TZVPD" orbital_gap_ev=11.05 lumo_ha=0.018 relative_energy_kcal_mol=28.6 smiles=OCCO.OCCO.O multiplicity=1
O 2.52895 1.00660 -0.54210 -0.079 0.084 0.028
H 2.62942 1.15321 0.40734 -0.026 -0.175 -0.075
H 2.10532 0.14376 -0.60057 0.094 0.041 0.083
C 0.09725 -1.58364 1.13382 0.803 -0.508 -0.293
C 1.21829 -1.59566 2.17756 -1.333 -0.539 -0.040
O 1.81517 -0.33571 2.37422 0.283 0.378 -0.175
O -1.08342 -1.06576 1.72740 0.181 0.442 -0.515
H -0.11442 -2.57905 0.71442 0.220 -0.077 0.435
H 0.48443 -1.03314 0.26320 -0.494 0.421 0.183
H 1.98069 -2.30724 1.86752 0.179 0.152 0.065
H 0.74641 -1.94240 3.10597 0.297 -0.136 0.040
H 1.16364 0.26640 2.74894 -0.079 -0.134 0.002
H -1.69604 -0.89849 0.99982 -0.022 0.052 0.232
C -0.94133 1.68831 -1.30052 -1.183 0.346 0.176
C -0.70154 0.55556 -2.25432 0.294 -0.009 -0.026
O -1.27199 -0.65875 -1.81554 0.034 -0.732 0.266
O -2.37358 1.93789 -1.36513 0.342 -0.160 0.159
H -0.44804 2.61704 -1.58572 0.459 -0.219 -0.067
H -0.69447 1.40896 -0.27291 0.313 -0.008 -0.058
H 0.35907 0.31693 -2.34268 0.053 0.328 -0.027
H -1.06584 0.85479 -3.24157 -0.118 -0.121 -0.018
H -2.16508 -0.58132 -1.46953 -0.128 0.611 -0.344
H -2.57288 2.63171 -0.72965 -0.089 -0.038 -0.033

---

Record 6
68
Properties=species:S:1:pos:R:3:forces:R:3 method="wB97M-V/def2-TZVPD" orbital_gap_ev=8.75 lumo_ha=-0.110 charge=+1 multiplicity=1
C -4.21847 -1.48062 -0.72670 0.016 -0.108 -0.089
O -4.61289 -0.21444 -1.17302 -0.107 0.175 0.100
C -4.35868 0.83582 -0.26004 0.151 0.219 -0.328
C -3.01861 1.52810 -0.54521 -0.475 -0.567 0.309
C -2.50322 2.34858 0.63195 0.201 0.120 -0.248
C -1.44657 1.66453 1.50259 -0.308 -0.018 -0.331
C -1.75498 0.23713 1.91463 0.136 -0.084 0.499
N -0.56573 -0.68409 1.62683 -0.493 -0.560 -0.010
C -0.40112 -1.69009 2.73956 0.329 -0.002 -0.108
C -1.38172 -1.32135 3.84009 -0.283 0.613 -1.103
C -2.19301 -0.06366 3.36372 1.035 -0.226 0.507
C -2.07611 1.06821 4.38526 -0.631 -0.093 -0.094
C -3.37410 1.86509 4.50885 0.280 0.043 0.421
O -3.16585 3.15645 5.05662 0.423 -0.159 0.004
H -4.40430 -2.18739 -1.52528 -0.009 -0.073 -0.209
H -3.14806 -1.53252 -0.49200 0.166 0.050 0.059
H -4.79579 -1.81177 0.13706 -0.051 0.070 0.261
H -5.14849 1.56880 -0.40193 -0.202 0.024 0.096
H -4.41583 0.49799 0.77753 -0.084 -0.225 0.155
H -2.31356 0.74896 -0.83943 0.299 0.002 -0.062
H -3.18600 2.15014 -1.41229 0.188 0.188 -0.279
H -2.02768 3.23835 0.23369 0.101 0.255 0.038
H -3.32311 2.71781 1.24108 -0.270 -0.044 0.128
H -1.26012 2.29849 2.36061 0.147 0.023 0.160
H -0.52595 1.64111 0.93540 0.202 0.103 -0.246
H -2.52888 -0.19550 1.30371 -0.153 0.068 -0.475
H 0.33321 -0.22142 1.46135 -0.179 0.323 -0.014
H -0.80471 -1.15919 0.75595 0.406 -0.029 -0.073
H 0.63217 -1.59249 3.04479 0.123 0.058 0.295
H -0.45678 -2.69861 2.35591 -0.455 -0.055 -0.219
H -2.12656 -2.08063 4.01347 0.253 -0.575 0.364
H -0.76467 -1.11904 4.69876 -0.363 0.083 0.640
H -3.22605 -0.37446 3.27507 -0.343 0.073 0.286
H -1.24680 1.74002 4.18718 0.186 0.035 -0.100
H -1.89962 0.61477 5.35212 0.212 -0.056 0.292
H -4.04259 1.30366 5.16316 -0.238 -0.141 -0.050
H -3.87105 1.95575 3.54746 -0.024 0.345 -0.182
H -2.47003 3.07603 5.73221 -0.473 0.172 -0.250
C 2.41987 -2.12567 0.03886 -0.054 -0.061 -0.004
Br 1.38702 -1.06410 -1.19432 -0.120 0.006 -0.045
Br 2.97377 -1.05386 1.53148 0.096 -0.053 0.072
Br 1.46333 -3.70469 0.58896 0.144 -0.025 -0.127
H 3.31945 -2.44981 -0.46640 0.033 0.009 -0.050
C 2.64577 3.12734 -0.48927 -0.065 0.086 -0.096
Br 3.04485 5.00120 -0.39478 -0.031 -0.150 -0.006
Br 2.04330 2.44819 1.21873 0.166 0.201 0.044
Br 1.36937 2.73167 -1.87759 -0.031 0.035 0.056
H 3.56359 2.60830 -0.73231 -0.074 -0.018 0.028
C 0.04856 -3.17779 -4.46239 0.008 0.060 -0.023
Br 1.05208 -4.46213 -3.43769 -0.016 -0.003 -0.009
Br 0.62054 -3.13529 -6.29848 -0.025 -0.047 0.060
Br -1.84926 -3.45884 -4.30117 0.080 0.003 0.001
H 0.26415 -2.20628 -4.04274 0.002 0.023 0.017
C 7.08422 -2.39435 1.57427 -0.055 0.168 0.159
Br 5.70748 -3.49355 0.78628 0.080 -0.109 -0.065
Br 7.01874 -0.58642 0.91288 -0.031 -0.133 -0.039
Br 6.99325 -2.44174 3.49538 -0.016 -0.010 -0.081
H 8.03341 -2.81932 1.28370 0.011 -0.012 -0.042
C 5.60990 1.11706 -3.02776 -0.128 0.087 -0.069
Br 4.55310 2.13920 -4.26652 0.056 -0.059 0.060
Br 6.03843 2.14708 -1.45513 0.126 -0.002 -0.032
Br 4.73987 -0.53753 -2.56524 0.079 -0.018 -0.033
H 6.53961 0.86758 -3.51745 0.043 -0.011 0.030
C 1.01979 0.14990 -8.24944 0.015 0.023 -0.069
Br 0.84888 1.99565 -7.72253 0.012 -0.047 -0.003
Br 0.17656 -0.18928 -9.94473 0.046 0.022 0.087
Br 2.86041 -0.41847 -8.24559 -0.059 0.018 0.014
H 0.50226 -0.44258 -7.50970 -0.005 -0.011 0.021